1.
# C27H33CoNO4PS4

A structure of composition C27H33CoNO4PS4 (the ωB97M-V functional and the def2-TZVPD basis, the Open Molecules 2025 dataset).

Cartesian coordinates (Å):
Co (-1.07852, -1.38992, 0.44189)
S (0.08371, -3.36297, 0.07352)
C (1.64760, -2.82082, 0.62824)
C (2.79415, -3.20694, -0.07100)
C (4.03982, -2.77038, 0.33612)
C (4.17337, -1.94680, 1.44421)
C (3.04857, -1.56637, 2.15408)
C (1.79705, -2.00582, 1.75787)
S (0.37419, -1.66772, 2.78079)
C (0.22554, 0.16648, 2.86039)
C (-1.22570, 0.51949, 2.79463)
C (-1.77206, 1.55130, 3.54975)
C (-3.13906, 1.77058, 3.49573)
C (-3.93161, 0.93096, 2.73107)
C (-3.31653, -0.07385, 1.99767)
C (-4.11562, -1.04217, 1.19058)
S (-3.25778, -2.66978, 1.08292)
C (-3.68052, -3.12553, -0.58817)
C (-4.41594, -4.28295, -0.77115)
C (-4.79000, -4.66920, -2.04462)
C (-4.43008, -3.88396, -3.13096)
C (-3.67112, -2.74497, -2.95247)
C (-3.25903, -2.35276, -1.67742)
S (-2.25598, -0.92937, -1.49136)
N (-1.99465, -0.24023, 2.01164)
H (2.68678, -3.84179, -0.93756)
H (4.91958, -3.07568, -0.21160)
H (5.14656, -1.60782, 1.75858)
H (3.13131, -0.92554, 3.01748)
H (0.74595, 0.58131, 1.99247)
H (0.68169, 0.51134, 3.79008)
H (-1.14211, 2.16582, 4.17480)
H (-3.59014, 2.56771, 4.06609)
H (-5.00399, 1.04647, 2.70140)
H (-4.23351, -0.68452, 0.16723)
H (-5.09374, -1.21510, 1.63758)
H (-4.67601, -4.87358, 0.09169)
H (-5.35806, -5.57479, -2.18670)
H (-4.73352, -4.16784, -4.12529)
H (-3.36179, -2.14906, -3.79824)
C (1.27822, 4.03362, -1.24412)
C (0.84143, 3.59233, 0.14901)
C (1.78446, 4.16682, 1.21087)
C (-0.59551, 4.04686, 0.40321)
O (0.94833, 2.17947, 0.30101)
P (0.29760, 1.14628, -0.77449)
O (-1.05572, 1.54610, -1.19585)
O (0.43779, -0.18137, -0.03548)
O (1.28446, 1.15412, -2.04156)
C (2.55186, 0.50673, -2.13245)
C (3.25825, 0.46344, -0.78304)
C (2.33569, -0.90544, -2.67960)
C (3.39366, 1.32775, -3.11438)
H (1.18897, 5.11230, -1.34811)
H (0.65543, 3.54577, -1.98743)
H (2.31110, 3.74775, -1.42147)
H (1.73348, 5.25248, 1.21784)
H (2.80799, 3.86045, 1.00475)
H (1.50649, 3.79093, 2.19264)
H (-0.66984, 5.12849, 0.31679)
H (-0.92030, 3.74521, 1.39699)
H (-1.24811, 3.57895, -0.32764)
H (2.65993, -0.09120, -0.06863)
H (3.39191, 1.47506, -0.40616)
H (4.22997, -0.01396, -0.88422)
H (1.58478, -1.41442, -2.08269)
H (3.26352, -1.47199, -2.65066)
H (1.97507, -0.84912, -3.70315)
H (3.61678, 2.30607, -2.69819)
H (2.85304, 1.46701, -4.04593)
H (4.33051, 0.81029, -3.30982)

Calculated values
total energy	-4721.4417	Ha
E_LUMO (spin up / spin down)	0.004 / -0.101	Eh
multiplicity	5
energy relative to the best compared isomer or geometry (same formula, charge and spin)	12.5	kcal/mol
HOMO level (spin up / spin down)	-7.5 / -7.2	eV
frontier orbital gap (spin up / spin down)	0.2793 / 0.1641	Ha

***

2.
# C27H33FN3O5RuS

A structure of composition C27H33FN3O5RuS (the ωB97M-V functional and the def2-TZVPD basis, the Open Molecules 2025 dataset).

Cartesian coordinates (Å):
Ru (0.74176, 2.95394, -0.99367)
C (-1.54347, -3.97556, -2.28991)
C (-0.03520, -3.77557, -2.28737)
N (0.35889, -2.52570, -1.63343)
C (0.61991, -1.44839, -2.40235)
C (0.91729, -0.20076, -1.94532)
C (1.18876, 0.82782, -3.03715)
O (1.43257, 0.40033, -4.15146)
O (1.16345, 2.07823, -2.73917)
C (1.00769, 0.01344, -0.53506)
O (1.29482, 1.08965, 0.02613)
C (0.73837, -1.16084, 0.29937)
C (0.78301, -1.02003, 1.68774)
C (0.49322, -2.08493, 2.49145)
F (0.48275, -1.90723, 3.83006)
C (0.17243, -3.34440, 1.96622)
C (0.13562, -3.48515, 0.59085)
C (0.39886, -2.40174, -0.25871)
N (-0.12631, -4.47266, 2.77208)
C (0.41289, -4.58841, 4.11885)
C (0.18937, -6.03413, 4.59338)
N (0.02902, -6.90219, 3.38263)
C (-1.26518, -6.59911, 2.67198)
C (-1.44562, -5.07315, 2.67311)
H (-1.79626, -4.91177, -2.78685)
H (-2.03392, -3.16381, -2.82600)
H (-1.95152, -3.99894, -1.27902)
H (0.33759, -3.72791, -3.30845)
H (0.49098, -4.60308, -1.80940)
H (0.59658, -1.59903, -3.47435)
H (1.01651, -0.05229, 2.11145)
H (-0.09455, -4.45779, 0.17988)
H (-0.05764, -3.91888, 4.84351)
H (1.47712, -4.35449, 4.09315)
H (-0.72719, -6.14314, 5.17053)
H (1.02119, -6.40354, 5.18793)
H (0.08441, -7.89099, 3.62522)
H (0.79348, -6.68565, 2.73912)
H (-2.06288, -7.11861, 3.19934)
H (-1.17523, -7.00463, 1.66613)
H (-2.08812, -4.76380, 3.50711)
H (-1.93792, -4.75851, 1.75667)
O (0.53603, 3.81314, 0.87191)
O (0.33375, 3.40355, 1.99623)
C (1.34755, 5.05180, -4.00394)
C (2.20196, 5.07553, -2.71973)
C (2.64822, 6.51537, -2.43253)
C (3.43918, 4.18772, -2.89453)
C (1.30792, 4.60837, -1.61240)
H (1.94143, 5.44891, -4.82925)
H (0.45923, 5.67709, -3.89572)
H (1.04007, 4.03576, -4.24285)
H (3.27474, 6.88420, -3.24587)
H (3.22886, 6.56972, -1.50980)
H (1.78908, 7.18213, -2.33864)
H (4.07394, 4.59548, -3.68323)
H (3.15892, 3.17362, -3.16805)
H (4.02390, 4.15777, -1.97291)
H (0.80490, 5.44142, -1.09875)
S (-1.48986, 2.35982, -0.96840)
C (-2.32221, 3.55516, 0.02846)
C (-3.00041, 3.14744, 1.17577)
C (-3.66985, 4.07866, 1.95412)
C (-3.66650, 5.42050, 1.59856)
C (-2.99462, 5.82599, 0.45404)
C (-2.32745, 4.89954, -0.33122)
H (-2.99681, 2.10084, 1.45174)
H (-4.19293, 3.75465, 2.84479)
H (-4.18763, 6.14702, 2.20755)
H (-2.99212, 6.86945, 0.16687)
H (-1.80685, 5.21277, -1.22844)

Calculated values
total energy	-2181.6378	Ha
E_LUMO (spin up / spin down)	-0.126 / -0.126	Eh
multiplicity	5
total charge	+1
energy relative to the best compared isomer or geometry (same formula, charge and spin)	2.0	kcal/mol
HOMO level (spin up / spin down)	-8.7 / -9.6	eV
frontier orbital gap (spin up / spin down)	0.1928 / 0.2285	Ha

***

3.
# C27H33N2Pb

A structure of composition C27H33N2Pb (the ωB97M-V functional and the def2-TZVPD basis, the Open Molecules 2025 dataset).

Cartesian coordinates (Å):
C (1.36929, -2.81271, 0.26287)
C (2.32247, -2.11898, -0.52946)
C (1.83138, -2.06297, -1.86007)
C (0.54210, -2.65781, -1.88458)
C (0.26073, -3.13656, -0.57452)
Pb (-0.36934, -0.00883, 0.49753)
C (-2.77620, 2.20729, -0.67695)
C (-2.87123, 1.67271, 0.61988)
H (-2.99361, 2.36340, 1.46212)
C (-2.68501, 0.29462, 0.95749)
H (-3.09378, -0.50141, 0.31511)
H (-2.73663, 0.05384, 2.02883)
C (-3.25544, 3.61008, -0.95317)
H (-2.91957, 4.35599, -0.22263)
H (-2.93813, 3.94950, -1.94618)
H (-4.36070, 3.59358, -0.95810)
C (-3.00370, 1.24882, -1.83223)
H (-2.10430, 0.69066, -2.14589)
H (-3.77714, 0.51785, -1.53700)
H (-3.34862, 1.78953, -2.72919)
C (3.59985, -1.53648, -0.07026)
H (3.67948, -1.56778, 1.02108)
H (4.44857, -2.09461, -0.49187)
H (3.70584, -0.48888, -0.39067)
C (2.55179, -1.46848, -3.00641)
H (2.56550, -0.36724, -2.96383)
H (3.59926, -1.80483, -3.01568)
H (2.08744, -1.76715, -3.95464)
C (-0.35984, -2.72395, -3.05533)
H (-0.39648, -1.75935, -3.58684)
H (-0.02827, -3.48435, -3.78146)
H (-1.38233, -2.97976, -2.75047)
C (-0.97258, -3.83684, -0.15569)
H (-1.85161, -3.44673, -0.68910)
H (-0.91074, -4.91637, -0.37459)
H (-1.14555, -3.73104, 0.92364)
C (1.52138, -3.16283, 1.69515)
H (0.55635, -3.40920, 2.15812)
H (2.17111, -4.04814, 1.81006)
H (1.98097, -2.35063, 2.27917)
C (-0.18261, 1.63623, -1.11177)
C (-0.66224, 2.88715, -0.80717)
C (0.31307, 1.35871, -2.38020)
C (-0.36187, 3.98822, -1.63933)
H (-0.89551, 2.96701, 0.27465)
C (0.42306, 2.42378, -3.30463)
H (0.59583, 0.34782, -2.67706)
C (0.10300, 3.73968, -2.92346)
H (-0.53738, 5.01509, -1.28640)
H (0.81042, 2.22270, -4.30726)
H (0.29196, 4.56082, -3.61593)
N (4.19457, -0.71393, 5.21112)
C (3.15253, -0.25653, 4.93089)
C (1.85696, 0.27685, 4.58476)
C (0.90905, 0.57118, 5.57497)
C (-0.35300, 1.01255, 5.18795)
C (-0.64044, 1.12163, 3.82536)
N (0.26205, 0.79848, 2.87807)
C (1.51982, 0.45189, 3.23842)
H (1.17510, 0.44550, 6.62620)
H (-1.12622, 1.25666, 5.91369)
H (-1.61758, 1.47700, 3.47847)
H (2.25674, 0.30756, 2.43446)

Calculated values
total energy	-1350.5875	Ha
E_LUMO (spin up / spin down)	-0.183 / -0.145	Eh
total charge	+1
energy relative to the best compared isomer or geometry (same formula, charge and spin)	25.5	kcal/mol
HOMO level (spin up / spin down)	-10.0 / -9.9	eV
frontier orbital gap (spin up / spin down)	0.1839 / 0.2177	Ha